[1]
Below is a cluster of 12 separate species, C28H80N4O12 in total in a non-equilibrium geometry, with properties calculated with ωB97M-V/def2-TZVPD.

Geometry as XYZ:
```
124
Properties=species:S:1:pos:R:3:lowdin_charge:R:1
C -3.4516 -1.4515 0.8003 -0.176
O -2.9386 -2.5705 0.1953 -0.171
H -2.7636 -0.5475 0.4643 0.102
H -3.3616 -1.6035 1.8763 0.083
H -4.4436 -1.2115 0.5653 0.061
H -3.1646 -2.5545 -0.8147 0.096
C 4.6354 4.2015 0.5823 -0.135
O 4.1294 2.9875 0.0173 -0.129
H 5.6894 4.1275 0.8813 0.089
H 4.0054 4.5025 1.3563 0.025
H 4.5864 4.9865 -0.1737 0.072
H 3.2154 2.8465 0.2393 -0.009
C 2.1124 2.0395 2.1853 -0.537
O 2.2684 0.7205 2.5083 -0.098
N 1.6454 2.4615 1.0003 0.203
N 2.4064 2.9545 3.0393 0.189
H 1.1214 1.8055 0.4923 0.064
H 1.3194 3.4115 0.8113 0.069
H 3.1334 2.6375 3.7493 0.171
H 2.3834 4.0075 2.9693 0.147
C -0.9036 -4.7565 -2.1157 -0.586
O -0.0436 -5.8185 -2.5557 -0.181
N -1.5656 -3.9865 -2.9587 0.167
N -1.2976 -4.6645 -0.8687 0.163
H -1.2026 -4.0875 -3.8767 0.106
H -2.4366 -3.4485 -2.8157 0.070
H -0.7136 -5.3305 -0.2807 0.154
H -1.9336 -3.9685 -0.4357 0.077
C -3.6216 2.4795 2.6513 -0.048
C -2.8426 1.5135 3.4883 -0.686
C -1.4766 1.4485 3.0083 -0.060
O -2.8646 1.8515 4.7103 0.044
H -3.4766 2.1925 1.5803 0.067
H -3.2156 3.5095 2.7983 0.091
H -4.7676 2.4265 2.7403 0.108
H -3.3546 0.5325 3.3853 0.146
H -0.9036 0.6985 3.5213 0.078
H -0.9776 2.4615 2.9423 0.098
H -1.5886 1.0205 1.9963 0.073
H -2.0436 1.5515 5.0923 0.112
C -4.7806 -1.1035 -4.3217 -0.015
C -4.5476 -1.9435 -3.0257 -0.604
C -4.8346 -3.4425 -3.1417 -0.010
O -3.3716 -1.7485 -2.6057 -0.080
H -4.9076 -0.0025 -4.1877 0.066
H -5.7506 -1.4195 -4.8067 0.089
H -4.0386 -1.3355 -5.1037 0.088
H -5.1426 -1.5365 -2.2937 0.109
H -5.8756 -3.5165 -3.5037 0.098
H -4.7336 -3.8835 -2.1487 0.091
H -4.2146 -3.9325 -3.8287 0.060
H -3.1306 -0.7895 -2.5907 0.100
C 6.5164 0.2975 1.0583 -0.016
C 5.0754 0.2485 1.5003 -0.677
C 4.2484 -0.3785 0.4223 -0.048
O 4.8264 -0.3605 2.5433 0.009
H 7.1254 0.6545 1.8313 0.063
H 6.6534 0.9245 0.2903 0.033
H 6.8734 -0.7155 0.7693 0.105
H 4.6994 1.3115 1.7063 0.135
H 4.5194 -1.4355 0.2663 0.082
H 4.4894 0.1505 -0.5157 0.090
H 3.2184 -0.3365 0.5433 0.021
H 3.8694 -0.1645 2.7303 0.095
C 2.0844 -3.5985 -0.4197 -0.064
C 2.8724 -4.7295 0.0563 -0.601
C 4.4344 -4.7095 -0.1257 -0.015
O 2.6754 -4.9775 1.2853 0.026
H 1.8024 -3.5965 -1.4717 0.081
H 2.5804 -2.6915 -0.1577 0.065
H 1.1794 -3.6205 0.0513 0.027
H 2.3014 -5.5075 -0.5427 0.160
H 4.6344 -4.6315 -1.2217 0.086
H 4.9314 -5.6415 0.1843 0.075
H 4.8824 -3.8995 0.4803 0.074
H 3.1484 -4.3575 1.7503 0.057
C -0.1456 4.9545 -1.2877 -0.035
C 0.0754 5.1955 0.1693 -0.621
C -0.8826 4.2465 0.8883 -0.060
O 1.2714 5.1115 0.5833 -0.033
H 0.3364 4.0195 -1.6817 0.096
H 0.1744 5.8765 -1.8617 0.108
H -1.1416 4.7175 -1.5407 0.048
H -0.2316 6.2615 0.4143 0.164
H -0.8336 3.1945 0.6543 0.053
H -1.9186 4.4455 0.8223 0.066
H -0.7626 4.2805 2.0073 0.094
H 1.6454 6.0445 0.4533 0.187
C 0.8224 -3.5805 3.3433 -0.012
C 1.0744 -2.1055 2.9713 -0.673
C 0.0054 -1.5505 2.0333 -0.030
O 1.1654 -1.3505 3.9293 0.023
H 1.7254 -4.0715 3.6443 0.063
H 0.4004 -4.1585 2.5403 0.061
H 0.1324 -3.5405 4.2253 0.099
H 2.0294 -2.0375 2.5293 0.113
H 0.0634 -0.4675 1.8903 0.039
H -0.9466 -1.6575 2.5853 0.081
H -0.1156 -2.1525 1.0223 0.103
H 1.4694 -0.4955 3.5973 0.069
C -1.9616 2.0815 -3.1967 -0.007
C -2.9776 1.9825 -2.1107 -0.612
C -4.2986 2.7485 -2.4637 0.004
O -3.2596 0.7815 -1.7977 -0.023
H -0.9856 1.6905 -2.9047 0.055
H -1.7746 3.1155 -3.4927 0.089
H -2.3186 1.5465 -4.1017 0.108
H -2.6956 2.4945 -1.2277 0.116
H -4.2406 3.7165 -2.8697 0.069
H -4.9346 2.7035 -1.5937 0.076
H -4.8066 2.0365 -3.1267 0.075
H -3.9356 0.8775 -1.1107 0.132
C 0.1064 -1.1335 -1.8847 -0.022
C 0.6134 0.0755 -1.1087 -0.612
C 1.5184 0.9985 -1.9917 -0.017
O -0.2656 0.8015 -0.6037 -0.005
H -0.4056 -0.9525 -2.9017 0.110
H -0.6496 -1.6845 -1.3087 0.062
H 0.9574 -1.8335 -2.0727 0.082
H 1.2774 -0.3515 -0.3807 0.103
H 2.4244 0.3925 -2.2007 0.101
H 1.6634 2.0145 -1.8287 0.036
H 1.0404 1.2025 -2.9177 0.047
H -1.1156 0.5585 -0.9417 0.070
```

Results
HOMO energy ... -8.43 eV
Structure (SMILES) ... NC(N)=O.NC(N)=O.CC(C)O.CC(C)O.CC(C)O.CC(C)O.CC(C)O.CC(C)O.CC(C)O.CC(C)O.CO.CO
E_LUMO ... -0.3496 eV
Gap between HOMO and LUMO ... 0.297 hartree


[2]
Below is a structure of composition C23H30BF4NORuS3, with properties calculated with ωB97M-V/def2-TZVPD.

Geometry as XYZ:
```
64
Properties=species:S:1:pos:R:3:lowdin_charge:R:1
Ru -0.5944 -0.8305 -0.1112 1.360
C 4.1408 4.2786 1.1796 -0.013
C 3.4660 3.7661 -0.1130 -0.551
C 2.0374 4.2997 -0.1758 -0.050
C 4.2496 4.2728 -1.3447 -0.014
C 3.5187 2.2624 -0.1000 -0.086
C 4.8343 1.6208 -0.0851 0.066
C 5.0028 0.2685 -0.1098 -0.031
C 3.8456 -0.5097 -0.1397 -0.393
S 3.7387 -2.2030 -0.2202 1.262
C 2.0062 -2.0811 -0.2521 -0.456
N 1.5161 -0.8293 -0.1577 -0.027
C 2.5202 0.0985 -0.1222 -0.200
C 2.3856 1.4797 -0.0996 0.045
C 1.1339 -3.1514 -0.4759 -0.231
C 1.5594 -4.4869 -0.6389 0.005
C 0.6354 -5.4236 -1.0293 -0.020
C -0.6845 -5.0292 -1.2724 0.022
C -1.1182 -3.7041 -1.0956 -0.059
C -0.2209 -2.7496 -0.6658 -0.156
H 4.1262 5.3698 1.1672 0.103
H 5.1839 3.9650 1.2608 0.088
H 3.6072 3.9387 2.0702 0.099
H 2.0699 5.3888 -0.2144 0.102
H 1.4548 4.0176 0.7058 0.089
H 1.5151 3.9567 -1.0743 0.092
H 4.2383 5.3636 -1.3351 0.103
H 3.7905 3.9347 -2.2761 0.101
H 5.2951 3.9567 -1.3415 0.086
H 5.7162 2.2472 -0.0555 0.131
H 5.9889 -0.1795 -0.1125 0.137
H 1.4045 1.9235 -0.0851 0.030
H 2.5927 -4.7750 -0.4693 0.119
H 0.9296 -6.4555 -1.1639 0.129
H -1.4000 -5.7720 -1.6075 0.132
H -2.1387 -3.4398 -1.3281 0.096
C -2.4276 1.8332 1.3305 -0.338
S -1.0129 1.6421 0.2399 0.797
C -1.6466 2.4201 -1.2581 -0.310
H -3.2943 1.3202 0.9144 0.049
H -2.6243 2.8989 1.4316 0.062
H -2.1586 1.4157 2.2961 0.037
H -1.7267 3.4872 -1.0632 0.061
H -2.6077 1.9923 -1.5269 0.045
H -0.9408 2.2347 -2.0655 0.056
O -1.7308 -1.2549 1.6060 -0.681
S -2.6355 -2.2259 2.4013 1.079
C -3.4905 -3.2361 1.1552 -0.296
C -4.9904 -2.9980 1.3315 -0.199
C -5.1180 -1.5154 1.6630 -0.207
C -4.1354 -1.3014 2.8103 -0.293
H -3.1651 -4.2693 1.2636 0.102
H -3.1357 -2.8227 0.2098 0.053
H -5.3780 -3.6021 2.1542 0.126
H -5.5332 -3.2812 0.4304 0.132
H -6.1297 -1.2277 1.9460 0.131
H -4.8241 -0.9167 0.7966 0.113
H -4.4926 -1.7457 3.7430 0.109
H -3.8330 -0.2752 3.0071 0.088
F -3.0310 0.4004 -2.8969 0.197
B -2.3066 -0.6674 -2.4755 -1.175
F -0.8899 -0.3390 -2.3678 0.012
F -2.6055 -0.9228 -1.0245 -0.055
F -2.4827 -1.8328 -3.1633 0.196
```

Results
Expectation value of S² ... 6.052
HOMO energy (alpha / beta) ... -14.84 / -15.06 eV
E_LUMO (alpha / beta) ... -6.9746 / -9.8062 eV
Spin multiplicity ... 5
Gap between HOMO and LUMO (alpha / beta) ... 0.289 / 0.193 hartree
Charge ... +2


[3]
Below is a cluster of 2 separate species, C10H16O in total in a non-equilibrium geometry, with properties calculated with ωB97M-V/def2-TZVPD.

Geometry as XYZ:
```
27
Properties=species:S:1:pos:R:3:lowdin_charge:R:1
C -1.7065 -1.2893 -1.1003 -0.216
C -2.0221 -1.2930 -2.6242 -0.098
C -0.2540 -1.0534 -0.8136 -0.272
C 0.3200 0.1390 -1.2052 -0.051
C 0.4972 -1.9215 -0.0076 -0.040
C 1.6891 0.2638 -0.9593 -0.043
C 1.7970 -1.6344 0.3721 -0.019
C 2.4661 -0.5096 -0.1611 -0.344
O 3.7808 -0.2629 0.0448 0.064
H -2.2920 -0.4275 -0.7879 0.102
H -2.0935 -2.1795 -0.6168 0.104
H -1.6288 -0.3999 -3.0787 0.046
H -0.2144 0.8726 -1.8985 0.142
H 0.1440 -2.9483 0.0845 0.115
H 2.1238 1.2583 -1.2076 0.129
H 2.4241 -2.3972 0.7897 0.103
H 4.1274 -0.8735 0.7011 0.105
H -3.1361 -1.2039 -2.6996 0.082
H -1.5640 -2.1982 -3.0797 0.084
C -0.0832 2.7642 2.6508 -0.162
C -1.0262 1.7973 1.9518 -0.176
H -0.0162 3.7693 2.1834 0.067
H -0.4477 2.9897 3.6304 0.047
H 0.9641 2.4573 2.6706 0.065
H -0.8358 0.8049 2.3459 0.055
H -0.8672 1.6710 0.8888 0.033
H -2.1461 1.8045 1.9263 0.078
```

Results
HOMO energy ... -8.40 eV
Structure (SMILES) ... CCc1ccc(O)cc1.CC
E_LUMO ... 0.7973 eV
Gap between HOMO and LUMO ... 0.338 hartree


[4]
Below is a structure of composition C28H43CeN6O8S in a non-equilibrium geometry, with properties calculated with ωB97M-V/def2-TZVPD.

Geometry as XYZ:
```
87
Properties=species:S:1:pos:R:3:lowdin_charge:R:1
Ce 0.9121 -3.5094 -0.6534 1.705
C 3.9478 2.6139 1.7449 -0.039
C 2.8145 1.6232 1.9814 -0.326
C 1.7284 2.2909 2.8448 -0.074
C 1.1643 1.3492 4.0050 -0.477
C 2.2522 0.8929 4.9737 -0.001
C 0.1132 2.1489 4.8005 -0.021
N 0.5893 0.2294 3.2181 0.107
C -0.5891 -0.5414 3.7344 -0.067
C -1.9351 0.0637 3.2457 -0.155
N -2.0655 0.0542 1.7789 -0.113
C -2.2920 -1.3056 1.2807 -0.082
C -1.1021 -1.9165 0.5597 -0.472
O -0.7305 -1.4184 -0.5882 -0.055
O -0.5766 -3.0082 1.0645 -0.128
C -3.0085 0.9871 1.0739 -0.311
C -3.1308 2.2738 1.8374 -0.059
C -2.5772 1.1262 -0.4483 -0.065
C -1.5915 2.1758 -1.0440 -0.546
C -1.0501 1.7505 -2.4637 -0.026
C -2.2017 3.5695 -1.2145 -0.044
N -0.4533 2.1986 -0.1561 -0.021
C 0.8337 2.7800 -0.3859 -0.210
C 2.0481 1.8169 -0.4561 -0.169
N 2.2941 0.9469 0.6965 -0.093
C 3.2903 -0.0775 0.4103 -0.108
C 2.8196 -1.3452 1.0801 -0.466
O 2.7754 -1.4150 2.3202 0.057
O 2.4717 -2.3286 0.2664 -0.188
H 4.5973 2.6897 2.6073 0.092
H 3.5436 3.6101 1.4684 0.098
H 4.5306 2.2955 0.9027 0.068
H 3.2211 0.7844 2.5837 0.103
H 0.8773 2.6537 2.2419 0.107
H 2.1273 3.1905 3.3383 0.133
H 2.4708 1.6531 5.7344 0.104
H 3.2097 0.6226 4.4538 0.103
H 1.9581 0.0549 5.5423 0.077
H 0.5976 3.0335 5.2829 0.115
H -0.3496 1.6094 5.6245 0.090
H -0.6948 2.4307 4.0908 0.075
H 1.4059 -0.4029 2.9686 0.137
H 0.2449 0.6001 2.3189 0.141
H -0.6155 -0.6725 4.7990 0.127
H -0.5374 -1.5632 3.2776 0.135
H -2.0821 1.0439 3.7029 0.089
H -2.7129 -0.6097 3.6717 0.137
H -3.1035 -1.2133 0.5641 0.134
H -2.6757 -1.9914 2.0451 0.142
H -3.9971 0.5295 1.0450 0.136
H -2.1872 2.7161 2.2655 0.087
H -3.9002 2.1758 2.6570 0.104
H -3.5438 2.9851 1.1234 0.074
H -3.5051 1.2736 -1.0046 0.127
H -2.1730 0.1623 -0.7211 0.075
H -1.8361 1.7012 -3.2264 0.088
H -0.5729 0.7799 -2.3296 0.063
H -0.2156 2.3999 -2.8265 0.084
H -3.1817 3.5209 -1.7289 0.099
H -1.5279 4.2278 -1.7987 0.086
H -2.2306 4.1585 -0.3097 0.067
H -0.3726 1.2378 0.2489 0.103
H 1.0747 3.5466 0.4166 0.115
H 0.8062 3.3248 -1.3446 0.115
H 2.8964 2.5024 -0.7296 0.127
H 1.9666 1.1328 -1.3597 0.135
H 4.2531 0.1842 0.8240 0.125
H 3.4746 -0.2089 -0.6860 0.148
O -0.6247 -3.9182 -2.3797 -0.059
C 0.2225 -3.7300 -3.3025 -0.567
O 1.4474 -3.5812 -3.0044 -0.069
C -0.1794 -3.5912 -4.6915 -0.112
C 0.7298 -2.9188 -5.5369 0.025
C 0.4973 -2.9130 -6.9080 0.044
C -0.7523 -3.4031 -7.3602 -0.135
C -1.6050 -4.1210 -6.5146 0.018
C -1.4118 -4.0783 -5.1685 0.021
N -1.2003 -2.8362 -8.5669 -0.342
O -0.3917 -2.4010 -9.3687 0.093
O -2.4107 -2.9258 -8.8497 0.081
H 1.5912 -2.3977 -5.1221 0.129
H 1.2638 -2.4542 -7.5582 0.138
H -2.4826 -4.6604 -6.8885 0.139
H -2.2305 -4.3758 -4.4865 0.146
S -1.4328 -6.6462 0.8705 0.732
C -0.0461 -5.8726 0.8891 -0.929
N 1.0245 -5.3706 0.7062 -0.074
```

Results
HOMO energy (alpha / beta) ... -10.85 / -10.85 eV
E_LUMO (alpha / beta) ... -5.3989 / -5.3999 eV
Gap between HOMO and LUMO (alpha / beta) ... 0.200 / 0.200 hartree
Charge ... +1